An isolated molecule of C6H12O, computed with ωB97M-V with the def2-TZVPD basis set.

Element x y z (Å)
C 2.50801 0.14708 0.01671
C 1.07173 -0.35017 0.06247
O 0.94348 -1.01540 1.31464
C 0.05775 0.77437 -0.06654
C -0.89085 0.88465 -1.23080
C -1.41890 0.49665 0.11914
C -1.95696 -0.90646 0.32570
H 2.74838 0.63718 -0.93175
H 3.18746 -0.69649 0.17114
H 2.66604 0.85462 0.83793
H 0.91222 -1.07556 -0.75363
H 0.03892 -0.88601 1.61752
H 0.40560 1.72409 0.34002
H -0.86700 0.09946 -1.98458
H -1.12178 1.87102 -1.62315
H -1.96455 1.26793 0.66019
H -1.35645 -1.64906 -0.20996
H -2.98326 -0.97733 -0.04849
H -1.97984 -1.20055 1.38344

Forces on atoms 1 to 6 (eV/Å):
C 0.030 0.026 -0.034
C 0.038 0.120 -0.249
O -0.130 -0.011 0.198
C 0.115 0.026 0.136
C -0.023 0.038 -0.179
C -0.102 0.024 0.076

Properties
energy above the lowest of the compared OMol25 structures with the same formula, charge and spin = 24.66 kcal per mole
SMILES string = C[C@@H]1C[C@@H]1[C@@H](C)O
E = -8463.2844 eV
strongest force on any atom = 0.280 eV/Å
E_HOMO = -10.05 eV
HOMO-LUMO gap = 11.117 eV
spin multiplicity = 1

The net atomic charges from Mulliken, expressed in e, are: -1.501 0.497 -0.550 -0.205 -0.779 0.179 -1.514 0.355 0.359 0.345 0.176 0.360 0.344 0.243 0.279 0.331 0.318 0.395 0.369

A cluster of 2 separate species, C7H11NO in total, computed with ωB97M-V with the def2-TZVPD basis set.

Element x y z (Å)
C -3.14573 -0.31955 0.57156
C 1.63184 -1.64550 0.69886
C -1.93470 -0.12907 0.01031
C 2.02055 -0.96740 -0.61951
C -0.43121 1.78053 -0.20439
C -1.45234 1.02027 -0.85792
C 2.37550 0.29964 -0.69668
N 0.37935 2.04270 0.58842
O 1.19798 2.66365 1.19595
H -3.43755 -1.19930 1.27135
H -3.92314 0.31400 0.43226
H 0.72167 -1.28089 1.11632
H 1.58511 -2.68545 0.58714
H -1.03916 -0.65802 0.09011
H 1.65388 -1.48470 -1.46586
H 2.40622 -1.28923 1.54789
H -1.25818 0.46720 -1.84758
H -2.39510 1.56352 -0.99620
H 2.38728 0.74668 -1.68826
H 2.65774 0.76093 0.26622

Forces on atoms 1 to 6 (eV/Å):
C 2.964 -3.194 1.050
C 3.283 2.531 1.308
C -1.031 0.668 0.755
C -1.671 -0.128 1.671
C 0.550 -0.576 0.300
C -3.209 -1.484 -1.430

Properties
energy above the lowest of the compared OMol25 structures with the same formula, charge and spin = 140.62 kcal per mole
SMILES string = C=CCC#[N+][O-].C=CC
E = -10969.1782 eV
strongest force on any atom = 4.482 eV/Å
E_HOMO = -9.42 eV
HOMO-LUMO gap = 10.181 eV
spin multiplicity = 1

The net atomic charges from Mulliken, expressed in e, are: -0.739 -1.080 -0.037 0.066 0.184 -0.554 -0.808 0.518 -0.665 0.210 0.301 0.259 0.332 0.123 0.357 0.313 0.242 0.376 0.320 0.282

A cluster of 3 separate species, C30H49ClO15P3 in total, computed with ωB97M-V with the def2-TZVPD basis set.

Element x y z (Å)
C 3.31382 -1.34947 2.17328
C 3.38459 0.20545 2.24138
P 1.84417 1.12568 2.49979
C 1.32495 1.52033 4.21437
C 2.52172 2.13286 5.01377
P 0.46741 1.63304 0.75766
Cl -1.26334 1.18904 2.16861
C 0.45348 3.42733 1.43095
C 0.32191 4.64731 0.51262
O 1.28171 5.70214 0.95682
C 0.73058 6.40924 1.94616
O 0.35577 7.50490 1.79135
C 1.93689 1.97258 -0.42179
C 2.12383 0.96379 -1.56592
C 3.16513 -0.10581 -1.29154
O 2.72150 1.71369 -2.68657
C -0.72993 2.04747 -0.67965
P -2.44910 2.51471 -0.34858
O -2.95559 3.11025 -1.59063
O -3.43097 1.23291 -0.08841
O -2.67245 3.62462 0.80981
O 0.55276 -0.05392 0.33941
C -0.56654 -0.86096 0.15604
C -0.93583 -1.94586 1.20584
C -0.03311 -2.06039 2.43928
C -1.06232 -3.35943 0.58656
C -2.36101 -3.62630 -0.18937
C -3.63382 -3.48301 0.64564
C -2.53396 -2.81659 -1.49153
H 2.98074 -1.68177 3.16054
H 2.56202 -1.69173 1.46720
H 4.29341 -1.79934 1.99241
H 3.99687 0.49739 1.38905
H 4.04775 0.38972 3.09551
H 1.06140 0.60865 4.76193
H 0.52451 2.24344 4.29560
H 2.56765 3.18692 4.73729
H 3.46139 1.64806 4.77687
H 2.32110 2.11904 6.08908
H 1.35637 3.57594 2.01211
H -0.33033 3.51522 2.18095
H -0.64131 5.15118 0.59150
H 0.53108 4.55565 -0.54881
H 0.63736 5.96012 2.94893
H 2.86466 2.12125 0.12939
H 1.80679 2.92855 -0.93291
H 1.20152 0.55618 -1.97426
H 4.07215 0.33510 -0.88626
H 2.77164 -0.94461 -0.72559
H 3.43287 -0.50115 -2.27581
H 1.97178 2.18552 -3.07309
H -0.85353 1.22736 -1.38902
H -0.36391 2.83079 -1.33556
H -3.67088 1.26278 0.85334
H -3.62246 3.82177 0.80243
H -0.35016 -1.44882 -0.75498
H -1.50650 -0.38401 -0.12564
H -1.93696 -1.72582 1.57893
H 0.79546 -2.73611 2.22214
H -0.61191 -2.58043 3.21242
H 0.27973 -1.11848 2.88281
H -0.21040 -3.60918 -0.05211
H -1.07355 -4.04065 1.44290
H -2.32273 -4.67457 -0.50512
H -3.52114 -3.89221 1.65123
H -4.52299 -3.85015 0.14438
H -3.80251 -2.41034 0.79370
H -1.56566 -2.72392 -1.97928
H -3.19586 -3.37589 -2.15211
H -2.94673 -1.82603 -1.30313
C 4.59699 4.17787 -3.79039
C 5.25017 4.37843 -4.94030
C 5.99330 5.65048 -5.21452
O 6.58535 5.76607 -6.27466
C 5.96906 6.69496 -4.19912
C 5.31269 6.49860 -3.04851
C 4.59122 5.21413 -2.76284
O 4.03089 5.09332 -1.69253
O 5.25751 7.41990 -2.09151
O 5.28466 3.46398 -5.91401
H 4.05810 3.26205 -3.57811
H 6.49421 7.61458 -4.41579
H 4.72367 7.02463 -1.37164
H 5.82160 3.85792 -6.62806
C -6.37706 -6.83189 0.42062
C -7.32887 -7.75540 0.59697
C -7.31531 -9.05526 -0.15115
O -8.20052 -9.86252 0.06797
C -6.24276 -9.28673 -1.10905
C -5.29132 -8.36202 -1.28904
C -5.29019 -7.07281 -0.52144
O -4.38933 -6.28151 -0.71641
O -4.29317 -8.52476 -2.15209
O -8.34331 -7.58274 1.44377
H -6.37496 -5.89242 0.95579
H -6.25295 -10.21983 -1.65441
H -3.74764 -7.71510 -2.08629
H -8.88311 -8.39500 1.38238

Forces on atoms 1 to 6 (eV/Å):
C -0.450 0.485 0.736
C 0.879 -1.795 0.573
P -0.026 1.328 -0.616
C 1.828 -0.768 1.342
C -0.973 0.451 -0.361
P 1.981 0.480 -1.101

Properties
net charge = -1
E = -103006.6435 eV
strongest force on any atom = 3.190 eV/Å
E_HOMO = -3.21 eV
HOMO-LUMO gap = 2.855 eV
spin multiplicity = 1

The net atomic charges from Mulliken, expressed in e, are: -1.183 -0.574 0.643 -0.267 -1.121 -0.094 -0.331 -1.160 -0.788 -0.364 0.132 -0.502 -1.123 0.317 -1.653 -0.519 -1.361 0.810 -0.892 -0.476 -0.520 -0.230 -0.801 1.659 -1.403 -1.778 1.176 -1.583 -1.639 0.364 0.005 0.401 0.387 0.426 0.468 0.348 0.270 0.240 0.377 0.754 0.756 0.463 0.249 0.390 0.760 0.374 0.154 0.368 0.050 0.459 0.309 0.651 0.804 0.308 0.321 0.216 -0.093 0.215 0.330 0.525 -0.246 0.374 0.375 0.263 0.367 0.412 0.334 0.350 0.475 0.227 -0.886 0.332 0.887 -0.651 -0.987 0.220 1.010 -0.581 -0.601 -0.590 0.763 0.411 0.376 0.346 -0.921 0.386 0.914 -0.631 -0.905 0.213 0.946 -0.453 -0.593 -0.576 0.494 0.419 0.352 0.349

A structure of composition C34H43Br3EuNO9P2, computed with ωB97M-V with the def2-TZVPD basis set.

Element x y z (Å)
Eu 15.11854 10.83643 10.75304
C 13.97046 13.57036 11.45832
C 13.89971 13.47348 10.03882
C 15.21513 13.42202 9.53086
C 16.10331 13.47681 10.62687
C 15.36261 13.58693 11.82227
C 15.93373 13.91847 13.22877
C 17.55976 13.37558 10.52796
C 15.62363 13.23290 8.12627
C 12.66400 13.52022 9.17037
C 12.84665 13.60672 12.50508
H 16.53694 14.84202 13.18888
H 16.49350 13.11611 13.68160
H 15.13952 14.18569 13.91532
H 18.07640 13.85318 11.38010
H 17.91998 13.75292 9.53783
H 17.86869 12.30504 10.56098
H 15.14630 13.96414 7.41453
H 15.42951 12.23366 7.70110
H 16.66890 13.39391 7.94279
H 12.63964 14.38979 8.46885
H 11.72541 13.57741 9.70931
H 12.54642 12.63519 8.54645
H 12.97758 14.38656 13.24706
H 12.77895 12.63747 13.00183
H 11.84524 13.78139 12.02681
O 18.06688 10.69026 14.40283
P 17.52117 9.70538 13.22790
O 18.45856 8.61287 13.03112
O 16.92175 10.50840 12.10320
O 16.21137 9.25609 14.05138
P 14.70735 9.81596 14.11263
O 14.95626 11.25427 14.79835
O 13.93038 8.97444 15.03027
O 14.19096 10.08820 12.71204
H 17.28063 11.04656 14.85072
H 14.56976 11.96116 14.23142
C 14.41609 6.94797 11.72953
C 15.76261 7.04813 11.10949
C 16.64153 5.91805 11.09028
C 17.78337 5.96352 10.34869
C 18.11494 7.10854 9.60763
C 19.25794 7.25453 8.74758
Br 20.45509 5.80874 8.57962
C 19.50690 8.40435 8.08688
C 18.63455 9.49464 8.25412
Br 19.06313 11.14546 7.44956
C 17.45794 9.44194 8.98030
O 16.57103 10.36313 9.07412
C 17.25683 8.19696 9.73167
N 16.08618 8.16586 10.47507
H 14.26334 6.01381 12.25273
H 13.65581 7.05507 10.98262
H 14.21599 7.74247 12.44817
H 16.42233 5.02216 11.66333
H 18.46216 5.12037 10.39987
H 20.36233 8.50685 7.39131
C 9.25387 7.26010 5.79225
C 9.58806 6.63233 7.15150
C 10.17014 5.19283 7.02158
C 8.22530 6.53545 7.87994
C 10.57347 7.49984 7.90014
C 11.86292 7.64325 7.41752
C 12.73176 8.53466 8.01430
Br 14.48738 8.67342 7.21352
C 12.46987 9.36323 9.13396
O 13.29547 10.24498 9.62624
C 11.18825 9.09984 9.68397
C 10.29319 8.22765 9.04677
C 10.56268 9.80308 10.97338
C 10.04792 8.65720 11.91715
C 11.41681 10.65746 11.81534
C 9.41340 10.73293 10.54514
H 8.53853 6.62776 5.26797
H 10.09180 7.40982 5.14521
H 8.83742 8.24738 5.95504
H 9.38149 4.54543 6.58236
H 10.53962 4.83875 8.00005
H 11.03051 5.13015 6.30553
H 7.52343 5.85752 7.39815
H 7.76453 7.50396 7.99019
H 8.35942 6.13813 8.92763
H 12.14860 7.09631 6.53950
H 9.27645 8.16865 9.47937
H 10.91808 7.97902 12.00853
H 9.22571 8.09112 11.50276
H 9.78315 9.01683 12.90048
H 12.29343 10.14961 12.20613
H 10.86704 11.04200 12.62735
H 11.82124 11.50681 11.26705
H 8.56897 10.27054 10.01183
H 9.81535 11.54226 10.00215
H 9.06479 11.16804 11.44640

Forces on atoms 1 to 6 (eV/Å):
Eu 0.092 0.824 -0.299
C 0.285 -0.103 0.590
C -0.817 -0.001 0.297
C 0.052 -0.491 0.731
C -0.591 0.102 0.242
C -0.456 0.032 0.653

Properties
expectation value of S² = 12.010
energy above the lowest of the compared OMol25 structures with the same formula, charge and spin = 0.00 kcal per mole
net charge = -2
E = -303922.6901 eV
strongest force on any atom = 2.475 eV/Å
E_HOMO (alpha / beta) = -2.34 / -2.36 eV
HOMO-LUMO gap (alpha / beta) = 6.157 / 6.173 eV
spin multiplicity = 7

The net atomic charges from Mulliken, expressed in e, are: 1.130 0.709 1.457 0.473 0.124 1.083 -1.905 -1.378 -1.721 -1.596 -1.886 0.370 0.259 0.449 0.346 0.311 -0.047 0.341 0.035 0.428 0.416 0.343 0.107 0.519 0.225 0.342 -0.628 0.351 -0.813 0.257 -0.425 0.402 -0.696 -0.881 0.170 0.361 0.269 -0.744 0.442 -1.190 -1.058 0.895 0.080 -0.310 -0.451 -0.065 -0.240 -0.617 0.023 0.219 1.187 0.496 0.004 -0.111 0.413 0.298 0.336 -1.728 1.933 -1.627 -1.896 0.000 -0.699 0.031 -0.240 -0.180 0.692 -0.268 -0.582 2.746 -1.880 -2.313 -2.067 0.454 0.342 0.396 0.433 0.339 0.297 0.400 0.386 0.349 0.401 0.005 0.309 0.426 0.459 0.235 1.073 -0.394 0.270 0.391 0.596